Entry 1:
Molecular formula: C29H57Cl20NO
Method: DFT, wB97M-V/def2-TZVPD

Calculated values
SMILES string: CC(C)CC[C@H]1CCC(=O)N1.ClCCCl.ClCCCl.ClCCCl.ClCCCl.ClCCCl.ClCCCl.ClCCCl.ClCCCl.ClCCCl.ClCCCl
Orbital gap (eV): 10.137
Electronic energy (a.u.): -10473.01595
HOMO energy (Ha): -0.358

Positions of all 108 atoms, in Å:
C  1.7660  4.3429  0.5070
C  1.8931  3.7411  -0.9044
C  3.3672  3.4027  -1.2152
C  1.3451  4.7105  -1.9443
C  -0.1709  4.9267  -1.9271
C  -0.9554  3.6484  -1.7509
C  -1.4378  3.2132  -0.3831
C  -1.9657  1.8272  -0.8087
C  -2.6232  2.1651  -2.1419
O  -3.4020  1.4679  -2.7888
N  -2.1763  3.4829  -2.5728
H  1.6869  3.5482  1.2409
H  2.6568  4.9198  0.7223
H  0.8839  4.9644  0.5886
H  1.3626  2.7947  -0.8966
H  4.0197  4.0793  -0.6769
H  3.5660  2.3815  -0.9151
H  3.5496  3.5096  -2.2763
H  1.8204  5.6701  -1.7534
H  1.6593  4.4066  -2.9384
H  -0.4285  5.6621  -1.1708
H  -0.4489  5.3686  -2.8786
H  -0.3348  2.8391  -2.1361
H  -0.7577  3.2585  0.4542
H  -2.3476  3.7596  -0.1405
H  -1.0863  1.1967  -0.9357
H  -2.5997  1.3142  -0.0982
H  -2.9215  4.0862  -2.2225
Cl  -1.2258  4.3337  -7.3986
C  -2.1090  2.9660  -6.6662
C  -1.2252  2.1212  -5.7948
Cl  0.0004  1.2163  -6.7354
H  -2.5480  2.3842  -7.4723
H  -2.9067  3.3873  -6.0584
H  -1.8260  1.3849  -5.2680
H  -0.7021  2.7270  -5.0630
Cl  -1.4308  -1.5661  -2.8165
C  0.2239  -2.2172  -2.6468
C  0.8600  -1.7593  -1.3645
Cl  1.1718  -0.0029  -1.3620
H  0.7940  -1.9034  -3.5164
H  0.1532  -3.3036  -2.6517
H  1.8214  -2.2498  -1.2275
H  0.2290  -1.9731  -0.5109
Cl  5.2044  1.7574  -4.9212
C  3.7832  0.8002  -5.4201
C  3.0067  0.2799  -4.2385
Cl  3.9059  -0.9667  -3.3311
H  4.1334  -0.0078  -6.0567
H  3.1462  1.4568  -6.0103
H  2.0828  -0.1802  -4.5837
H  2.7542  1.0767  -3.5458
Cl  -6.8926  -4.6739  -3.9392
C  -6.0655  -3.2132  -3.3366
C  -4.5746  -3.3998  -3.2380
Cl  -4.1231  -4.5521  -1.9543
H  -6.4969  -2.9615  -2.3717
H  -6.2852  -2.4106  -4.0381
H  -4.1026  -2.4513  -2.9922
H  -4.1565  -3.7632  -4.1726
Cl  1.2847  -4.0003  0.8220
C  0.7344  -4.6239  2.3974
C  -0.7269  -4.3274  2.5970
Cl  -1.0347  -2.5714  2.7361
H  1.3535  -4.1681  3.1652
H  0.8962  -5.7007  2.4117
H  -1.0814  -4.8040  3.5053
H  -1.3184  -4.6942  1.7634
Cl  -4.6927  -8.5090  5.5546
C  -3.7367  -7.0830  6.0299
C  -3.5386  -6.1250  4.8851
Cl  -2.4738  -6.7980  3.6200
H  -2.7863  -7.4347  6.4226
H  -4.2823  -6.5838  6.8286
H  -3.0657  -5.2123  5.2469
H  -4.4813  -5.8610  4.4166
Cl  0.1898  5.3580  2.3547
C  0.7326  4.4428  3.7886
C  1.2457  3.0725  3.4260
Cl  -0.0763  2.0224  2.8420
H  -0.1044  4.3796  4.4789
H  1.5197  5.0305  4.2521
H  1.6827  2.5802  4.2908
H  2.0004  3.1267  2.6443
Cl  3.1582  3.6047  5.8535
C  3.6694  2.6180  7.2504
C  4.1308  1.2519  6.8177
Cl  2.7841  0.2728  6.1827
H  2.8292  2.5576  7.9363
H  4.4832  3.1477  7.7421
H  4.5464  0.7185  7.6705
H  4.8896  1.3171  6.0427
Cl  4.5058  -3.6231  -1.7167
C  6.0488  -2.8726  -1.2340
C  7.1138  -3.8982  -0.9486
Cl  6.7633  -4.8424  0.5228
H  5.8563  -2.2466  -0.3668
H  6.3636  -2.2358  -2.0596
H  8.0663  -3.3974  -0.7858
H  7.2224  -4.5961  -1.7741
Cl  -3.7010  -0.3235  2.9135
C  -5.0495  -1.3939  2.4675
C  -5.9489  -1.6906  3.6386
Cl  -5.1444  -2.7021  4.8683
H  -4.6261  -2.3031  2.0468
H  -5.6205  -0.8854  1.6926
H  -6.8249  -2.2400  3.2992
H  -6.2765  -0.7772  4.1271

Atomic partial charges in e from the Löwdin method, atoms 1 to 8: -0.168, -0.405, -0.058, -0.171, -0.133, -0.357, -0.129, -0.094

Entry 2:
Molecular formula: C5H6FNO
Method: DFT, wB97M-V/def2-TZVPD

Calculated values
SMILES string: N#CC[C@]1(O)C[C@H]1F
Orbital gap (eV): 11.122
Electronic energy (a.u.): -423.91567
HOMO energy (Ha): -0.387
Energy above the lowest of the compared OMol25 structures with the same formula, charge and spin (kcal/mol): 65.1

Positions of all 14 atoms, in Å:
C  0.3283  0.2914  0.3652
C  0.5150  -1.2001  0.5030
C  -0.5745  -2.0107  -0.1357
C  -1.0943  0.9016  0.2018
C  -0.0680  0.7860  -0.9489
H  1.8860  1.4120  0.3860
H  1.4911  -1.4372  0.0154
H  0.4781  -1.4320  1.5595
H  -1.1322  1.9119  0.5495
H  -1.9622  0.2313  0.1587
H  -0.1187  -0.0225  -1.7511
N  -1.4821  -2.4886  -0.6814
O  1.2273  1.0838  1.1272
F  0.5061  1.9732  -1.3492

Atomic partial charges in e from the Löwdin method, atoms 1 to 8: -0.503, -0.084, -0.204, 0.051, -0.245, 0.165, 0.144, 0.125

Entry 3:
Molecular formula: C22H64N8O10
Method: DFT, wB97M-V/def2-TZVPD

Calculated values
Spin multiplicity: 2
Total charge: -1
Orbital gap (spin up / spin down) (eV): 1.592 / 9.205
Electronic energy (a.u.): -2067.02028
HOMO energy (spin up / spin down) (Ha): 0.024 / -0.254

Positions of all 104 atoms, in Å:
C  1.0379  -0.8587  -5.9870
O  2.1381  -0.6933  -6.5822
N  0.4232  0.1038  -5.2685
N  0.5346  -2.0461  -5.7684
H  0.8662  1.0113  -5.2516
H  -0.4849  0.0410  -4.8310
H  0.0154  -2.2416  -4.9244
H  1.2710  -2.6981  -5.9981
C  1.0734  5.1490  0.7347
O  -0.1437  5.0585  0.4652
N  1.6881  6.2224  1.1883
N  1.9612  4.2466  0.3873
H  2.6817  6.3738  1.2875
H  1.1110  7.0476  1.1093
H  2.9096  4.5928  0.3607
H  1.7882  3.3914  -0.1215
C  2.8570  -2.8283  -2.8846
O  1.7465  -2.8956  -3.3622
N  3.8629  -3.6493  -2.9881
N  3.1650  -1.8742  -2.0839
H  3.8160  -4.5603  -3.4217
H  4.7880  -3.3409  -2.7253
H  2.5048  -1.1101  -2.0685
H  4.0873  -1.7309  -1.6978
C  -1.6085  -2.4485  -2.7535
O  -1.3162  -1.3134  -2.9916
N  -0.8245  -3.2868  -2.3315
N  -2.8145  -2.8976  -2.5848
H  -0.9860  -4.0616  -1.7040
H  0.1265  -3.0512  -2.5765
H  -2.7729  -3.9058  -2.6277
H  -3.4608  -2.4520  -3.2203
C  1.9148  2.9967  4.7025
C  3.1897  2.2648  4.5564
C  4.1502  2.9353  3.6094
O  3.8001  2.4773  5.8352
H  1.2331  2.4619  5.3639
H  1.4257  2.9661  3.7289
H  1.8660  4.0563  4.9535
H  2.8693  1.2290  4.4444
H  5.0740  2.4080  3.3713
H  4.4012  3.9602  3.8826
H  3.7206  3.1611  2.6334
H  3.5305  3.3003  6.2495
C  -0.4418  -6.2816  1.0835
C  -1.4266  -5.4793  1.8775
C  -0.8321  -4.1257  2.2526
O  -2.5259  -5.1107  1.1093
H  0.3195  -6.8102  1.6571
H  0.1190  -5.7355  0.3249
H  -0.9274  -7.0917  0.5395
H  -1.7498  -5.8935  2.8325
H  -1.6324  -3.4865  2.6255
H  -0.2211  -3.6681  1.4746
H  -0.1582  -4.1985  3.1062
H  -2.9399  -4.3890  1.5883
C  -1.2326  3.7561  -4.4559
C  0.2430  3.8843  -4.2498
C  0.7198  3.3590  -2.8429
O  0.9433  3.4760  -5.3377
H  -1.5156  2.7465  -4.7540
H  -1.5818  4.3494  -5.3010
H  -1.7977  4.1051  -3.5917
H  0.4387  4.9563  -4.2256
H  0.0523  3.8224  -2.1164
H  1.7497  3.6670  -2.6629
H  0.6357  2.2725  -2.8673
H  0.4060  3.6901  -6.1040
C  -1.6785  0.6504  5.8812
C  -2.2756  -0.4225  4.8766
C  -1.3562  -0.8037  3.7774
O  -2.7049  -1.5827  5.5918
H  -1.9981  1.6671  5.6526
H  -0.5909  0.5817  5.9059
H  -2.1195  0.4774  6.8629
H  -3.2288  -0.0414  4.5103
H  -0.7805  -1.7205  3.9047
H  -0.7681  0.0613  3.4705
H  -1.7885  -1.1764  2.8489
H  -2.9243  -2.3372  5.0403
C  -3.5860  0.6047  1.1256
C  -4.0974  -0.4952  0.2052
C  -3.9427  -0.0829  -1.1917
O  -3.1859  -1.6362  0.3042
H  -2.6705  1.0201  0.7044
H  -3.4938  0.2917  2.1656
H  -4.2884  1.4369  1.1722
H  -5.1457  -0.6992  0.4234
H  -2.9233  0.2279  -1.4200
H  -4.6440  0.7401  -1.3298
H  -4.2332  -0.7780  -1.9794
H  -3.0340  -1.8178  -0.6261
C  0.4582  -1.0684  0.3268
C  0.6947  0.2841  -0.3590
C  1.9392  1.0107  0.1260
O  0.7302  0.0406  -1.7570
H  -0.4071  -1.5575  -0.1204
H  0.3749  -0.8006  1.3802
H  1.2620  -1.7911  0.1865
H  -0.1264  0.9774  -0.1769
H  2.8076  0.3519  0.1275
H  1.8882  1.4390  1.1270
H  2.1299  1.7001  -0.6965
H  -0.1539  -0.0766  -2.1124

Atomic partial charges in e from the Löwdin method, atoms 1 to 8: -0.710, -0.036, 0.175, 0.148, 0.082, 0.081, 0.068, 0.104

Entry 4:
Molecular formula: C4H8N2O2
Method: DFT, wB97M-V/def2-TZVPD

Calculated values
Orbital gap (eV): 8.508
Electronic energy (a.u.): -417.10233
HOMO energy (Ha): -0.311
Energy above the lowest of the compared OMol25 structures with the same formula, charge and spin (kcal/mol): 96.4

Positions of all 16 atoms, in Å:
C  2.0594  -1.0527  -0.2045
C  0.0510  0.3291  0.1394
C  -0.8503  -0.6809  0.1899
C  -2.3552  -0.4959  0.0030
H  2.0223  -1.8444  0.5714
H  3.1071  -0.9468  -0.1592
H  1.7209  -1.6840  -1.0019
H  2.0692  1.1149  0.0216
H  0.1056  2.2944  -0.8145
H  -0.4475  2.2684  1.1825
H  -0.3613  -1.6242  0.4616
H  -2.1165  1.3023  -0.2961
N  1.3768  0.1664  0.0153
N  -0.5397  1.6384  0.1213
O  -2.8269  0.7067  -0.3076
O  -3.0149  -1.4917  0.0778

Atomic partial charges in e from the Löwdin method, atoms 1 to 8: -0.137, -0.488, 0.046, -0.543, 0.091, 0.067, 0.085, 0.224

Look up the electronic energy of the fourth one.
-417.10233 a.u.